No. 1
This record from OMol25 describes 9 unconnected molecules or ions with the total composition C49H77Br2ClF2O29S at a distorted geometry. The level of theory is ωB97M-V with the def2-TZVPD basis set.

CARTESIAN COORDINATES (ANGSTROEM)
C -2.0293 -5.5966 8.6251
C -2.4056 -5.4169 7.0406
C -1.6915 -6.4254 6.0047
F -1.4091 -7.6968 6.7786
C -0.3208 -5.9233 5.2240
C 0.7616 -5.1400 6.1054
C 1.3345 -6.2420 7.2377
F 0.2913 -3.9988 6.9554
O 1.9837 -4.6366 5.4956
S 2.1838 -5.0717 3.8669
O 2.5123 -6.5752 3.8809
O 3.5397 -4.4143 3.3995
C 0.6498 -4.4809 3.0426
C 0.3446 -2.9249 3.5850
C 1.5994 -1.9008 3.6846
C 2.0931 -1.1641 2.3075
C 3.6240 -1.6309 1.8149
O 4.0167 -0.7258 0.7044
C 0.6306 -4.3106 1.4249
C 1.8503 -4.8964 0.5394
C 2.1812 -3.8027 -0.6858
C 0.9780 -3.8639 -1.8467
C 1.1078 -2.5780 -2.8542
C 0.8037 -1.1201 -2.1708
C -0.6391 -0.4504 -2.5680
C -0.4983 0.9638 -3.4169
C -0.2302 2.2858 -2.4855
O 1.0132 2.9679 -2.9743
C 1.6517 3.7239 -1.8751
C -0.6045 -5.4114 3.6543
Cl -2.2027 -4.3927 3.8035
C -1.0495 -6.6952 2.7696
Br 0.3262 -7.7724 1.8216
C -2.3265 -6.5021 1.7331
C -2.2444 -7.5189 0.4016
Br -4.0954 -7.1070 2.5673
H -2.1212 -6.6860 9.0420
H -2.7994 -4.9262 9.2383
H -0.9600 -5.1366 8.8845
H -2.2479 -4.2641 6.7746
H -3.5864 -5.5765 6.9628
H -2.5507 -6.7778 5.2515
H 0.2038 -6.9827 5.0039
H 2.2529 -5.7176 7.7710
H 0.5192 -6.5482 8.0181
H 1.7302 -7.1915 6.6789
H -0.0858 -2.9148 4.6991
H -0.4563 -2.3844 2.8817
H 2.5080 -2.2681 4.3677
H 1.1701 -0.9946 4.3464
H 2.2533 -0.0044 2.5573
H 1.3150 -1.1589 1.4303
H 4.3851 -1.4683 2.6967
H 3.6603 -2.7285 1.4148
H 5.0002 -0.8318 0.5283
H -0.3638 -4.7483 0.9240
H 0.5569 -3.1561 1.1166
H 1.4389 -5.8422 -0.0651
H 2.8076 -5.2618 1.0777
H 2.1901 -2.6937 -0.3165
H 3.1670 -4.1235 -1.2675
H -0.0425 -3.7143 -1.2485
H 0.9552 -4.8787 -2.4284
H 0.4059 -2.6553 -3.8108
H 2.2332 -2.5409 -3.2426
H 1.6412 -0.3783 -2.5873
H 0.8950 -1.0832 -1.0051
H -1.3350 -1.2447 -3.0728
H -1.1754 -0.1459 -1.5457
H 0.3420 0.9019 -4.2508
H -1.5528 1.1241 -3.9401
H -0.1930 2.0813 -1.3329
H -1.0941 3.0934 -2.6437
H 1.1313 4.7871 -1.7482
H 2.7955 3.9464 -2.1315
H 1.6569 3.1542 -0.8440
H -1.4854 -7.5185 3.5234
H -2.4003 -5.4447 1.2383
H -3.3100 -7.3653 -0.1192
H -2.2092 -8.6497 0.6887
H -1.4657 -7.1705 -0.3949
C 7.0796 3.4579 -3.7646
C 5.7794 3.9495 -4.3129
O 4.8245 3.4116 -3.4179
C 5.4723 3.1796 -2.2388
O 4.9170 2.8761 -1.1961
O 6.8216 3.3325 -2.3787
H 7.8992 4.1591 -3.9444
H 7.3571 2.4762 -4.1627
H 5.7045 5.0419 -4.2955
H 5.5977 3.5970 -5.3320
C 0.0999 7.7355 1.0704
C -0.3385 8.3032 -0.2405
O -0.6661 7.1546 -0.9992
C -0.9571 6.1610 -0.1095
O -1.4427 5.0843 -0.4140
O -0.6348 6.5296 1.1647
H -0.1321 8.3974 1.9093
H 1.1693 7.5002 1.0877
H -1.2305 8.9315 -0.1467
H 0.4519 8.8789 -0.7299
C -2.9706 -11.0696 7.8873
C -3.1934 -9.5920 7.8992
O -4.4602 -9.4589 8.5152
C -4.6536 -10.5789 9.2714
O -5.5643 -10.7220 10.0700
O -3.6946 -11.5168 9.0182
H -1.9128 -11.3320 7.9757
H -3.3825 -11.5475 6.9923
H -2.4491 -9.0619 8.5028
H -3.2045 -9.1648 6.8928
C -8.9213 -5.8297 1.7341
C -7.4519 -6.0866 1.6462
O -7.0778 -5.4304 0.4497
C -8.0134 -4.4636 0.2180
O -7.9124 -3.5978 -0.6351
O -9.0756 -4.5917 1.0658
H -9.2705 -5.7583 2.7678
H -9.5108 -6.5897 1.2107
H -6.8992 -5.6426 2.4809
H -7.2184 -7.1535 1.5928
C 1.8782 7.8604 -3.4627
C 2.9584 7.1497 -4.2118
O 4.1430 7.7458 -3.7183
C 3.8480 8.2540 -2.4861
O 4.6769 8.6877 -1.7034
O 2.5052 8.2126 -2.2438
H 1.0086 7.2229 -3.2813
H 1.5503 8.7746 -3.9686
H 2.9839 6.0772 -3.9916
H 2.8757 7.2887 -5.2932
C 3.6626 6.6282 -8.1533
C 4.2019 5.7589 -9.2426
O 5.4314 5.2998 -8.7138
C 5.3334 5.3795 -7.3545
O 6.1456 4.9075 -6.5766
O 4.2080 6.0552 -6.9798
H 2.5698 6.6202 -8.1167
H 4.0086 7.6639 -8.2347
H 3.5595 4.8955 -9.4452
H 4.3615 6.3095 -10.1737
C -0.9928 7.5456 -10.3956
C -0.0039 8.4990 -9.8073
O 1.1359 7.6902 -9.5862
C 1.0453 6.6332 -10.4454
O 1.9402 5.8287 -10.6444
O -0.1765 6.5947 -11.0531
H -1.6692 8.0317 -11.1041
H -1.5862 7.0336 -9.6309
H 0.2629 9.3047 -10.4993
H -0.3560 8.9378 -8.8697
C -4.8812 11.3437 0.5029
C -4.3419 10.4744 -0.5864
O -3.1124 10.0153 -0.0577
C -3.2104 10.0950 1.3016
O -2.3982 9.6230 2.0796
O -4.3358 10.7707 1.6764
H -5.9740 11.3357 0.5394
H -4.5352 12.3794 0.4215
H -4.9843 9.6110 -0.7890
H -4.1823 11.0250 -1.5176

Values from the calculation:
E_HOMO = -8.9585 eV
orbital gap = 8.800 eV
LUMO level = -0.2 eV
total energy = -10300.9265 hartree
net charge = 0
SMILES = CC[C@H](F)[C@H]1[C@](Cl)([C@H](Br)[C@@H](C)Br)[C@](CCCCO)(CCCCCCCCCOC)S(=O)(=O)O[C@@]1(C)F.O=C1OCCO1.O=C1OCCO1.O=C1OCCO1.O=C1OCCO1.O=C1OCCO1.O=C1OCCO1.O=C1OCCO1.O=C1OCCO1

Here are the Löwdin charges for atoms 1 to 99, given in e: -0.128, -0.203, -0.195, -0.129, -0.150, -0.368, 0.006, -0.044, -0.190, 0.853, -0.359, -0.329, -0.360, -0.206, -0.201, -0.155, -0.231, -0.154, -0.147, -0.208, -0.186, -0.210, -0.217, -0.207, -0.215, -0.174, -0.200, -0.264, -0.110, -0.527, 0.689, -0.652, 0.810, -0.694, -0.265, 0.636, 0.072, 0.094, 0.080, 0.116, 0.129, 0.116, 0.160, 0.118, 0.081, 0.107, 0.111, 0.134, 0.123, 0.131, 0.130, 0.095, 0.134, 0.096, 0.105, 0.123, 0.115, 0.083, 0.104, 0.078, 0.129, 0.111, 0.111, 0.115, 0.116, 0.127, 0.090, 0.104, 0.110, 0.124, 0.110, 0.123, 0.131, 0.089, 0.083, 0.111, 0.089, 0.092, 0.079, 0.071, 0.071, -0.127, -0.161, 0.046, -0.518, 0.122, 0.064, 0.141, 0.137, 0.131, 0.118, -0.130, -0.134, 0.045, -0.519, 0.115, 0.072, 0.126, 0.139

***

No. 2
This record from OMol25 describes 2 unconnected molecules or ions with the total composition C7H13BO at a distorted geometry. The level of theory is ωB97M-V with the def2-TZVPD basis set.

CARTESIAN COORDINATES (ANGSTROEM)
B 0.5232 0.5960 -0.4145
C 0.0008 -2.7015 0.2733
C 2.6891 -0.4312 1.6032
C 1.0363 -2.2448 0.9768
C 1.6148 -0.8986 1.0510
C 1.4879 1.0227 -1.6072
C -3.0627 0.9566 0.0227
C -1.7846 1.6692 -0.4659
O -0.7134 0.7657 -0.2601
H -0.4061 -3.6365 0.2536
H -0.4069 -1.9938 -0.3970
H 3.2881 -0.9679 2.2759
H 2.8071 0.6167 1.4751
H 1.4489 -2.9583 1.6549
H 1.0144 1.7531 -2.1990
H 1.8264 0.0319 -2.1665
H 2.3719 1.5188 -1.1355
H -2.9716 0.5812 1.0714
H -3.9556 1.6918 0.0020
H -3.2241 0.0930 -0.7273
H -1.7053 2.4497 0.2073
H -1.8788 2.0864 -1.4943

Values from the calculation:
E_HOMO = -7.6552 eV
orbital gap = 8.213 eV
LUMO level = 0.6 eV
relative energy (zero: lowest compared OMol25 entry of this formula, charge and spin) = 8.5 kJ/mol
total energy = -374.4774 hartree
net charge = 0

Löwdin atomic charges, in units of e: -0.311, 0.022, -0.044, -0.202, -0.164, -0.025, -0.076, -0.213, 0.088, 0.023, 0.028, 0.037, 0.032, 0.082, 0.019, 0.118, 0.064, 0.087, 0.100, 0.101, 0.092, 0.141

***

No. 3
This record from OMol25 describes a molecular structure, C27H37BN7OPS3Ti at a distorted geometry. The level of theory is ωB97M-V with the def2-TZVPD basis set.

CARTESIAN COORDINATES (ANGSTROEM)
Ti -0.2159 -0.5073 0.4641
B -2.4550 -2.9419 0.5825
N -1.6498 -2.6456 -0.7426
C -1.9293 -3.2151 -1.9091
C -0.9597 -2.8630 -2.8463
C -0.1024 -2.0337 -2.1641
N -0.5139 -1.9055 -0.8819
N -2.5712 -1.6817 1.5451
C -3.5678 -1.5066 2.4022
C -3.2591 -0.4564 3.2751
C -2.0236 -0.0179 2.8737
N -1.5989 -0.7671 1.8252
H -3.5730 -3.2268 0.2550
H -1.8823 -3.8207 1.1884
H -2.7952 -3.8526 -2.0126
H -0.9091 -3.1562 -3.8815
H 0.7655 -1.5151 -2.5274
H -4.4404 -2.1424 2.3621
H -3.8644 -0.0693 4.0789
H -1.4141 0.7739 3.2712
C 5.0612 -1.9764 0.0892
C 4.0119 -1.6000 -0.9332
N 2.7718 -1.3179 -0.2113
C 2.3203 -2.0948 0.8137
N 1.0818 -1.8910 1.2701
C 0.6573 -2.7075 2.4347
C 1.2333 -4.1003 2.3368
C 2.7369 -3.9953 2.3196
N 3.1665 -2.9932 1.3316
C 4.5572 -3.1694 0.8673
H 5.2433 -1.1316 0.7580
H 6.0006 -2.2276 -0.4024
H 3.8695 -2.4107 -1.6517
H 4.2933 -0.7058 -1.4840
H 2.1032 -0.7283 -0.6714
H -0.4191 -2.7740 2.4527
H 0.9819 -2.2194 3.3578
H 0.8726 -4.5688 1.4186
H 0.9041 -4.7078 3.1779
H 3.1958 -4.9436 2.0439
H 3.1197 -3.7159 3.3032
H 4.6071 -4.0718 0.2558
H 5.1691 -3.3376 1.7517
C 1.9665 3.1437 1.3867
S 1.6337 1.7493 2.4457
C 3.2601 1.0278 2.4276
O 0.7822 0.7532 1.6451
H 2.5661 3.8330 1.9877
H 1.0226 3.6147 1.1214
H 2.5026 2.8236 0.4958
H 3.9690 1.7839 2.7687
H 3.4740 0.7142 1.4064
H 3.2637 0.1787 3.1101
S -2.5600 0.2283 -0.8374
P -1.4508 1.7365 -1.5073
S 0.5105 1.1842 -1.2302
C -1.9197 3.1857 -0.5157
C -2.7671 4.1459 -1.0648
C -3.2873 5.1532 -0.2577
C -2.9546 5.2159 1.0847
C -2.1296 4.2442 1.6418
C -1.6324 3.2242 0.8468
C -1.6847 2.2222 -3.2055
C -0.9739 3.3240 -3.6899
C -1.2157 3.7746 -4.9760
C -2.1633 3.1325 -5.7680
C -2.8589 2.0334 -5.2859
C -2.6234 1.5717 -3.9973
H -3.0262 4.1119 -2.1149
H -3.9621 5.8850 -0.6842
H -3.3431 6.0165 1.7028
H -1.8871 4.2802 2.6986
H -1.0456 2.4336 1.2843
H -0.2432 3.8229 -3.0627
H -0.6764 4.6333 -5.3590
H -2.3643 3.4972 -6.7673
H -3.5944 1.5407 -5.9101
H -3.1667 0.7200 -3.6062

Values from the calculation:
E_HOMO = -13.6714 eV
orbital gap = 6.948 eV
LUMO level = -6.7 eV
relative energy (zero: lowest compared OMol25 entry of this formula, charge and spin) = 111.2 kJ/mol
total energy = -3919.5137 hartree
net charge = +2

Löwdin atomic charges, in units of e: 0.837, -0.375, -0.087, -0.038, -0.003, -0.129, -0.176, -0.083, -0.020, 0.009, -0.089, -0.158, 0.092, 0.081, 0.146, 0.118, 0.100, 0.149, 0.120, 0.117, -0.143, -0.145, 0.078, -0.343, -0.047, -0.179, -0.139, -0.123, -0.004, -0.120, 0.117, 0.134, 0.134, 0.132, 0.025, 0.077, 0.133, 0.131, 0.136, 0.135, 0.137, 0.139, 0.136, -0.226, 0.990, -0.215, -0.713, 0.083, 0.048, 0.058, 0.082, 0.053, 0.071, 0.497, 0.240, 0.411, -0.367, -0.057, -0.044, -0.051, -0.060, -0.129, -0.418, -0.098, -0.053, -0.047, -0.052, -0.081, 0.111, 0.120, 0.118, 0.113, 0.054, 0.114, 0.117, 0.118, 0.117, 0.087